# 1
Here is one molecule with the formula C14H10ClFN4O2S at a distorted geometry from OMol25. Energies are from the ωB97M-V functional and the def2-TZVPD basis.

Each line ends with the Mulliken charge.
Positions of all 33 atoms, in Å:
O -0.25895 -3.76566 0.97965  -0.64
S -1.03179 -2.54734 0.62604  1.22
O -2.48321 -2.79783 0.76828  -0.70
N -0.73225 -1.15273 1.61635  -0.33
C 0.53954 -0.78570 1.89570  0.28
C 1.46427 -1.54113 2.47493  -0.64
C 2.62998 -0.73024 2.68339  -0.37
N 2.41016 0.50392 2.28179  -1.35
N 1.13463 0.47214 1.79019  0.80
C 0.45032 1.61242 1.29593  0.86
C 1.08187 2.85154 1.28874  -0.44
C 0.51648 3.98851 0.75555  -0.49
C -0.78676 3.86880 0.24755  -0.39
C -1.40262 2.61730 0.28533  -0.49
N -0.76882 1.51491 0.73592  -0.27
C -0.71958 -1.97057 -1.07224  0.04
C -1.86030 -1.70669 -1.86183  -0.47
C -1.71662 -1.15922 -3.10731  -0.57
C -0.43880 -0.96574 -3.66870  0.30
Cl -0.26117 -0.40038 -5.26690  -0.19
C 0.69074 -1.25503 -2.90268  -0.58
C 0.56818 -1.72211 -1.58842  0.47
F 1.68268 -1.98958 -0.91137  -0.30
H -1.27191 -0.41436 1.23418  0.54
H 1.37715 -2.58246 2.75161  0.43
H 3.52804 -1.09423 3.19668  0.42
H 2.09821 2.92256 1.63156  0.39
H 0.97441 4.98049 0.73597  0.39
H -1.27802 4.71567 -0.23160  0.36
H -2.41865 2.54169 -0.10560  0.37
H -2.84173 -1.94412 -1.46435  0.50
H -2.55793 -0.93726 -3.72333  0.46
H 1.68244 -1.12754 -3.37103  0.39

The spin multiplicity is 1. The value obtained for the HOMO energy is -0.3325 Ha. The calculation puts the electronic energy at -50808.972 eV. As for the energy relative to the best compared isomer or geometry (same formula, charge and spin): 5.7 kcal/mol. Its SMILES is O=S(=O)(Nc1ccnn1-c1ccccn1)c1ccc(Cl)cc1F. The calculation puts the LUMO energy at -0.0016 Ha.

# 2
Here is one molecule with the formula C14H10N2O7S2 at a distorted geometry from OMol25. Energies are from the ωB97M-V functional and the def2-TZVPD basis.

Each line ends with the Mulliken charge.
Positions of all 35 atoms, in Å:
C -4.29245 -3.76268 -0.68016  -0.73
O -3.12186 -3.37646 -1.42428  -0.20
C -3.20213 -3.29042 -2.79233  0.73
O -4.16305 -3.59614 -3.48782  -0.58
C -2.00701 -2.69444 -3.55772  -0.95
N -1.21772 -1.75743 -2.70985  0.06
C -0.06054 -2.09218 -1.97897  0.29
O 0.51222 -3.19761 -2.16103  -0.68
C 0.29162 -1.13393 -1.04599  0.47
C 1.46291 -1.29669 -0.16387  -1.01
C 1.74569 -0.46622 1.01491  0.77
C 3.00090 0.19342 1.03849  -1.05
C 3.28170 1.11215 2.05812  0.66
C 2.29927 1.39486 2.98456  0.81
C 1.03832 0.77218 2.98505  -0.79
C 0.72490 -0.21188 2.02188  -0.11
N -0.56023 -0.87807 2.14587  1.01
O -1.51249 -0.29002 2.68374  -0.61
O -0.71086 -2.03763 1.73314  -0.52
O 2.69435 2.38930 3.83375  -0.49
C 4.05626 2.69777 3.47061  -0.24
O 4.41345 1.83069 2.39156  -0.47
S -0.72261 0.29601 -1.12464  -0.04
C -1.71392 -0.48222 -2.38108  0.31
S -3.03543 0.26601 -3.04614  -0.23
H -4.05503 -4.26685 0.29011  0.24
H -4.87775 -4.47248 -1.26757  0.33
H -4.93389 -2.92410 -0.40215  0.30
H -2.37266 -2.20564 -4.44061  0.40
H -1.37461 -3.49212 -3.90695  0.38
H 2.19915 -2.06847 -0.38638  0.51
H 3.75805 -0.04249 0.28932  0.49
H 0.30939 1.13738 3.74510  0.44
H 4.75044 2.48018 4.31469  0.25
H 4.05768 3.72170 3.15744  0.27

The spin multiplicity is 1. The value obtained for the HOMO energy is -0.3150 Ha. The calculation puts the electronic energy at -53658.480 eV. As for the energy relative to the best compared isomer or geometry (same formula, charge and spin): 6.0 kcal/mol. Its SMILES is COC(=O)CN1C(=O)/C(=C/c2cc3c(cc2[N+](=O)[O-])OCO3)SC1=S. The calculation puts the LUMO energy at -0.0582 Ha.

# 3
Here is an isolated ion of composition C14H11BrNO4S and charge -1 at a distorted geometry from OMol25. Energies are from the ωB97M-V functional and the def2-TZVPD basis.

Each line ends with the Mulliken charge.
Positions of all 32 atoms, in Å:
O 1.14396 -1.02244 1.38099  -0.67
S 0.26438 0.26620 1.15867  0.95
O 0.83441 1.60510 0.87225  -0.62
C -1.40286 0.13711 1.88861  0.55
C -1.86212 1.16992 2.72032  -0.53
C -3.16127 1.11921 3.19534  -0.39
C -4.01569 0.05813 2.81528  -0.40
C -3.52012 -0.96475 1.99033  -0.46
C -2.19638 -0.94553 1.57094  -0.37
C 0.28345 -0.38650 -0.99638  -0.26
C -0.64646 0.50138 -1.56493  -1.03
N -1.95830 0.14640 -1.50053  1.10
O -2.89361 0.91414 -1.84309  -0.79
O -2.14348 -1.07620 -1.18113  -0.73
C 1.70842 -0.29093 -1.50312  0.64
C 2.55888 -1.42876 -1.54527  -0.16
C 3.93116 -1.35427 -1.86377  -0.77
C 4.45479 -0.08106 -2.09448  0.37
Br 6.31395 0.02434 -2.50485  -0.24
C 3.68371 1.08206 -2.04551  -0.96
C 2.31157 0.94724 -1.72799  0.04
H -1.19985 1.95806 3.02869  0.38
H -3.55473 1.87758 3.87036  0.35
H -5.07696 0.02371 3.15589  0.30
H -4.16238 -1.79621 1.68874  0.35
H -1.77379 -1.78065 1.05187  0.32
H -0.01740 -1.45265 -0.87310  0.47
H -0.34475 1.50414 -1.84185  0.30
H 2.05784 -2.38516 -1.34792  0.32
H 4.50137 -2.29047 -1.96479  0.35
H 4.14596 2.05852 -2.28462  0.34
H 1.73628 1.86236 -1.70497  0.22

As for the total charge: -1. The spin multiplicity is 1. The value obtained for the HOMO energy is -0.1206 Ha. The calculation puts the electronic energy at -105249.849 eV. Its SMILES is O=S(=O)(c1ccccc1)[C@@H](C=[N+]([O-])[O-])c1ccc(Br)cc1. The calculation puts the LUMO energy at 0.0951 Ha.

# 4
Here is C14H11F6N7O9S7Sr as an isolated structure at a distorted geometry from OMol25. Energies are from the ωB97M-V functional and the def2-TZVPD basis.

Each line ends with the Mulliken charge.
Positions of all 55 atoms, in Å:
Sr -0.41138 -1.38332 0.11317  2.12
O 1.64972 -3.41592 -6.56993  -0.67
C 1.51512 -2.92072 -5.47643  0.58
S 0.73412 -1.37142 -5.18413  -0.22
C 0.88652 -1.34192 -3.42163  -0.01
C 1.52092 -2.39682 -2.85783  -0.02
S 1.85182 -2.66792 -1.18673  -0.37
S 2.08092 -3.64712 -3.97893  -0.21
S 0.15372 -0.00922 -2.59403  -0.62
C -1.57878 2.84338 -0.54593  -1.26
C -1.04988 2.31348 0.73407  -0.36
N -0.44008 1.16048 0.87367  0.54
C -0.08658 1.04248 2.18107  0.57
C -0.48958 2.17418 2.86137  -0.16
N -1.10028 2.96588 1.91747  0.09
C -0.35968 2.62328 4.26757  0.49
O 0.21562 1.79848 5.09207  -0.61
O -0.77908 3.72198 4.59447  -0.71
C 0.65072 -0.18402 2.64497  0.74
O 0.88662 -0.28292 3.87207  -0.87
O 0.98092 -0.98402 1.75937  -0.88
H -1.38958 2.10248 -1.32093  0.05
H -1.07148 3.77018 -0.81113  0.33
H -2.64888 3.03398 -0.47393  0.44
H -1.49538 3.86888 2.13457  0.22
H 0.52142 0.87328 4.62147  0.44
C 3.22222 3.69488 -2.90603  -1.06
C 3.97512 2.66838 -2.15223  1.02
N 5.24822 2.41918 -2.24133  -0.92
N 5.47872 1.42678 -1.33813  0.22
C 4.34242 1.03328 -0.70073  0.13
S 4.14042 -0.07032 0.49637  -0.46
N 3.37762 1.86068 -1.23253  0.34
N 2.04702 1.91038 -0.86343  -0.56
H 3.90642 4.30638 -3.48803  0.35
H 2.66562 4.30978 -2.20123  0.26
H 2.49892 3.21228 -3.56093  0.24
H 6.38292 0.99958 -1.25553  0.18
H 1.95432 1.39328 0.01997  -0.07
H 1.46002 1.38038 -1.54013  0.03
F -1.66818 -3.60332 -1.88483  -0.18
C -2.18548 -4.02662 -0.72613  0.79
F -1.32198 -4.90022 -0.20053  -0.24
F -3.29268 -4.71682 -1.03483  -0.25
S -2.56338 -2.60102 0.44917  1.13
O -1.55708 -2.69862 1.44377  -0.91
O -2.50148 -1.46902 -0.41533  -0.77
N -4.01248 -2.98922 0.90897  -0.63
S -4.50028 -1.92732 1.95437  0.94
O -3.53668 -0.90252 2.21257  -0.54
O -5.86468 -1.53402 1.79707  -0.68
C -4.57478 -2.99362 3.50477  0.68
F -3.38308 -3.37102 3.96497  -0.21
F -5.26318 -4.11282 3.23397  -0.26
F -5.22188 -2.38602 4.50987  -0.24

As for the total charge: -2. The spin multiplicity is 1. The value obtained for the HOMO energy is -0.0481 Ha. The calculation puts the electronic energy at -136547.633 eV. As for the energy relative to the best compared isomer or geometry (same formula, charge and spin): 81.2 kcal/mol. The calculation puts the LUMO energy at 0.1527 Ha.

# 5
Here is one molecule with the formula C14H11N5O2 at a distorted geometry from OMol25. Energies are from the ωB97M-V functional and the def2-TZVPD basis.

Each line ends with the Mulliken charge.
Positions of all 32 atoms, in Å:
O -0.60322 3.31809 -1.49932  -0.62
C -0.33667 2.21419 -1.04132  0.21
C -1.13486 1.04284 -1.53616  -0.62
C -0.99497 -0.21618 -0.72148  0.82
C -0.08138 -1.06917 -1.58934  -0.37
C 1.14235 -1.49086 -1.12884  0.15
C 1.82369 -2.55660 -1.82115  -1.02
C 1.27570 -3.00267 -3.01096  -0.25
C 0.08528 -2.49629 -3.58568  -0.75
C -0.58651 -1.49810 -2.86038  -0.40
C -0.63198 0.11830 0.74454  -0.32
C 0.02569 1.21916 1.15107  0.91
N 0.26210 1.50475 2.46098  0.57
N 0.95017 2.64054 2.81752  -1.24
C 0.91300 2.47612 4.12523  -0.28
N 0.17119 1.30994 4.52695  -0.18
C -0.22220 0.63287 3.42268  0.55
N -0.86292 -0.44312 3.14786  -0.69
C -1.10580 -0.82505 1.81292  -0.07
O -1.53690 -1.89710 1.51297  -0.58
N 0.33620 2.14967 0.17736  -0.13
H -0.76008 0.80481 -2.58241  0.29
H -2.16137 1.39535 -1.65755  0.34
H -1.92873 -0.67282 -0.67263  0.73
H 1.48495 -1.10619 -0.17383  0.40
H 2.69370 -2.97502 -1.46789  0.49
H 1.87312 -3.72124 -3.66231  0.23
H -0.29426 -2.91223 -4.50541  0.40
H -1.57395 -1.36303 -3.20958  0.40
H 1.43850 3.14749 4.77011  0.42
H -0.31154 1.29319 5.48752  0.33
H 0.65172 2.97837 0.56850  0.26

The spin multiplicity is 1. The value obtained for the HOMO energy is -0.3193 Ha. The calculation puts the electronic energy at -26240.642 eV. As for the energy relative to the best compared isomer or geometry (same formula, charge and spin): 42.4 kcal/mol. Its SMILES is O=C1C[C@@H](c2ccccc2)c2c(n3nc[nH]c3nc2=O)N1. The calculation puts the LUMO energy at 0.0090 Ha.

# 6
Here is one molecule with the formula C14H11NO2 from OMol25. Energies are from the ωB97M-V functional and the def2-TZVPD basis.

Each line ends with the Mulliken charge.
Positions of all 28 atoms, in Å:
C 0.64773 -3.17270 0.57581  -0.31
C 0.23825 -2.15537 0.09479  -0.81
C -0.09661 -0.79792 -0.17198  1.06
C 0.80256 0.00664 -0.87721  0.83
C 2.13019 -0.54789 -1.38278  -1.24
N 3.29314 0.22308 -0.96650  -0.30
C 3.54292 0.17646 0.45912  -0.84
C 0.49945 1.33241 -1.10552  -0.58
C -0.67706 1.86920 -0.65405  -1.12
C -1.58160 1.08182 0.01581  0.62
C -1.31426 -0.25394 0.26394  0.41
C -2.33692 -1.03807 1.00975  0.12
O -2.10283 -2.05959 1.61472  -0.52
C -3.71630 -0.49288 1.01243  -0.58
C -3.96212 0.79434 0.77881  -0.58
C -2.85652 1.71476 0.48009  0.32
O -2.95169 2.91786 0.58330  -0.57
H 1.00102 -4.07784 0.98948  0.42
H 2.09496 -0.55256 -2.47199  0.34
H 2.28178 -1.56619 -1.05134  0.40
H 3.27961 1.16751 -1.31365  0.31
H 3.98440 -0.77162 0.75190  0.24
H 4.26911 0.94548 0.70594  0.35
H 2.65916 0.36801 1.07753  0.28
H 1.20350 1.94299 -1.64586  0.39
H -0.86648 2.91203 -0.84096  0.49
H -4.51166 -1.18061 1.24890  0.43
H -4.95375 1.21459 0.81953  0.43

The spin multiplicity is 1. The value obtained for the HOMO energy is -0.3304 Ha. The calculation puts the electronic energy at -20278.905 eV. Its SMILES is C#Cc1c(CNC)ccc2c1C(=O)C=CC2=O. The calculation puts the LUMO energy at -0.0418 Ha.

# 7
Here is C14H12BCl3FeN4O2 as an isolated structure from OMol25. Energies are from the ωB97M-V functional and the def2-TZVPD basis.

Each line ends with the Mulliken spin population.
Positions of all 37 atoms, in Å:
Fe 0.85629 -0.59295 -0.32781  3.81
C -1.81558 1.63162 4.20615  0.00
C -0.90499 0.63239 3.90092  0.00
C -0.57856 0.37993 2.57829  0.01
C -1.17836 1.12574 1.57256  -0.01
C -2.09365 2.13314 1.87098  0.00
C -2.40614 2.38213 3.19224  0.00
N -0.79891 0.80226 0.24185  0.00
N -1.42759 1.36218 -0.66698  0.01
C -0.98141 1.00952 -1.97848  0.01
C -1.67238 1.54534 -3.04604  0.00
C -1.25348 1.21359 -4.32701  0.01
C -0.16541 0.37333 -4.48729  0.00
C 0.47200 -0.11508 -3.35593  0.02
N 0.06464 0.19621 -2.12885  0.01
H -2.06813 1.83247 5.23893  0.00
H -0.44755 0.04927 4.68795  0.00
H 0.12798 -0.39912 2.32306  0.01
H -2.54115 2.70609 1.07182  0.00
H -3.11159 3.16390 3.43925  0.00
H -2.51195 2.19867 -2.85867  0.00
H -1.77176 1.61076 -5.18925  0.00
H 0.19223 0.09576 -5.46797  0.00
H 1.33414 -0.76721 -3.41810  0.00
Cl 5.35658 -0.83024 1.13923  0.00
C 4.71857 0.33314 -0.04143  0.00
Cl 4.90309 1.97552 0.57388  0.00
Cl 5.58333 0.17385 -1.57056  0.00
C 3.22502 -0.02765 -0.21806  -0.01
O 2.89914 -0.86784 -1.07679  0.03
O 2.38481 0.51521 0.54942  0.05
B -0.92623 -4.80526 0.69565  0.00
C -0.35284 -3.37863 0.40611  0.05
N 0.04981 -2.31161 0.19518  0.01
H -0.59662 -5.08546 1.82613  0.00
H -0.43478 -5.54645 -0.12566  0.00
H -2.12859 -4.71451 0.57529  0.00

The spin multiplicity is 5. The value obtained for the HOMO energy (spin up / spin down) is -0.3468 / -0.3476 Ha. The calculation puts the electronic energy at -97399.335 eV. As for the energy relative to the best compared isomer or geometry (same formula, charge and spin): 0.9 kcal/mol. The calculation puts the LUMO energy (spin up / spin down) at -0.0744 / -0.0792 Ha.

- The highest electronic energy belongs to which entry?
  C14H11NO2